1.
Entry from OMol25: 3 unconnected molecules or ions with the total composition C4H6O2S in a non-equilibrium geometry (ωB97M-V/def2-TZVPD).

The geometry in XYZ format:
```
13
C4H6O2S, DFT ωB97M-V/def2-TZVPD
C 0.53 1.76 -0.58
C 1.53 1.37 0.21
O 2.49 1.06 0.81
H -0.22 0.92 -0.52
H 0.36 2.77 -0.70
C 1.47 -2.32 0.33
C 0.26 -2.08 -0.12
O -0.81 -1.62 -0.24
H 2.05 -3.26 0.23
H 1.76 -1.66 1.15
S -2.77 0.63 -0.48
H -3.71 1.47 -0.87
H -2.94 0.97 0.77
```

For the total energy, the calculation gives -19172.5172 eV. As for the gap between HOMO and LUMO: 0.353 Ha. The value obtained for the HOMO energy is -9.18 eV. Its energy above the lowest of the compared OMol25 structures with the same formula, charge and spin is 269.1 kJ/mol. As for the charge: 0.


2.
Entry from OMol25: C4H6O2S in the gas phase in a non-equilibrium geometry (ωB97M-V/def2-TZVPD).

The geometry in XYZ format:
```
13
C4H6O2S, DFT ωB97M-V/def2-TZVPD
C 1.07 -1.49 -1.50
C -0.09 -0.82 -1.47
O -0.67 -0.34 -0.39
C 0.01 -0.10 0.79
O -0.79 0.55 1.72
C -0.98 1.88 1.39
S -1.66 2.87 2.45
H 1.48 -1.88 -2.42
H 1.66 -1.42 -0.54
H -0.74 -0.80 -2.30
H 0.32 -1.01 1.26
H 0.94 0.46 0.56
H -0.54 2.09 0.44
```

For the total energy, the calculation gives -19173.2370 eV. As for the gap between HOMO and LUMO: 0.341 Ha. The value obtained for the HOMO energy is -9.19 eV. Its energy above the lowest of the compared OMol25 structures with the same formula, charge and spin is 199.7 kJ/mol. As for the charge: 0.


3.
Entry from OMol25: a molecular structure, C4H6O2Sm in a non-equilibrium geometry (ωB97M-V/def2-TZVPD).

The geometry in XYZ format:
```
13
C4H6O2Sm, DFT ωB97M-V/def2-TZVPD
O 0.26 1.78 -2.46
C -0.13 1.35 -1.20
C 0.39 0.27 -0.59
C 0.17 0.02 0.86
C -0.36 -1.34 1.35
O -0.05 -2.41 0.51
Sm 0.09 -2.01 -1.47
H 1.01 2.38 -2.38
H -0.89 1.98 -0.73
H -0.45 0.81 1.31
H 1.35 -0.05 0.95
H -1.46 -1.24 1.49
H 0.06 -1.53 2.36
```

For the total energy, the calculation gives -26240.0552 eV. As for the gap between HOMO and LUMO (spin up / spin down): 0.217 / 0.232 Ha. The value obtained for the HOMO energy (spin up / spin down) is -6.46 / -7.06 eV. Its energy above the lowest of the compared OMol25 structures with the same formula, charge and spin is 47.7 kJ/mol. As for the charge: 0. As for the spin multiplicity: 7.


4.
Entry from OMol25: C4H6O3S in the gas phase in a non-equilibrium geometry (ωB97M-V/def2-TZVPD).

The geometry in XYZ format:
```
14
C4H6O3S, DFT ωB97M-V/def2-TZVPD
O -2.18 0.92 -1.13
S -1.42 0.25 -0.07
O -2.19 -0.47 0.94
C -0.20 1.47 0.65
C 1.02 1.09 0.34
C 1.36 -0.15 -0.42
C -0.09 -0.95 -0.68
O -0.25 -1.96 0.25
H -0.53 2.22 1.28
H 2.01 1.61 0.62
H 1.82 0.07 -1.42
H 1.97 -0.86 0.37
H -0.38 -1.46 -1.70
H -0.94 -1.78 0.98
```

For the total energy, the calculation gives -21220.1382 eV. As for the gap between HOMO and LUMO: 0.405 Ha. The value obtained for the HOMO energy is -10.32 eV. Its energy above the lowest of the compared OMol25 structures with the same formula, charge and spin is 274.6 kJ/mol. As for the charge: 0.


5.
Entry from OMol25: a molecular structure, C4H6O3Sm in a non-equilibrium geometry (ωB97M-V/def2-TZVPD).

The geometry in XYZ format:
```
14
C4H6O3Sm, DFT ωB97M-V/def2-TZVPD
C -3.81 -0.17 0.87
C -2.54 -0.13 1.02
O -5.02 -0.04 1.00
H -2.25 -1.10 1.55
H -2.04 0.81 1.28
H -5.52 0.18 0.18
O 0.75 0.46 -0.32
C 1.71 1.14 -0.58
O 2.96 0.51 -0.76
Sm 3.29 3.04 -1.05
C 3.09 -0.92 -0.79
H 2.79 -1.33 0.18
H 2.45 -1.33 -1.58
H 4.14 -1.13 -1.00
```

For the total energy, the calculation gives -28270.8294 eV. As for the gap between HOMO and LUMO (spin up / spin down): 0.254 / 0.253 Ha. The value obtained for the HOMO energy (spin up / spin down) is -14.59 / -14.56 eV. Its energy above the lowest of the compared OMol25 structures with the same formula, charge and spin is 234.4 kJ/mol. As for the charge: +2. As for the spin multiplicity: 7.


6.
Entry from OMol25: a molecular structure, C4H6O3Sn in a non-equilibrium geometry (ωB97M-V/def2-TZVPD).

The geometry in XYZ format:
```
14
C4H6O3Sn, DFT ωB97M-V/def2-TZVPD
C 1.61 -1.78 0.38
C 0.58 -2.19 0.89
H 2.50 -1.25 0.07
H -0.35 -2.62 1.24
H 0.55 -0.87 0.44
Sn 1.56 3.11 0.06
O -0.15 2.39 -0.42
C 0.39 1.26 -0.32
O 1.52 1.16 0.26
O -0.29 0.13 -0.36
C -1.72 0.17 -0.53
H -2.04 -0.88 -0.55
H -2.18 0.69 0.31
H -1.96 0.67 -1.48
```

For the total energy, the calculation gives -16196.8711 eV. As for the gap between HOMO and LUMO: 0.378 Ha. The value obtained for the HOMO energy is -19.78 eV. Its energy above the lowest of the compared OMol25 structures with the same formula, charge and spin is 65.2 kJ/mol. As for the charge: +2.


7.
Entry from OMol25: 2 unconnected molecules or ions with the total composition C4H6O4 in a non-equilibrium geometry (ωB97M-V/def2-TZVPD).

The geometry in XYZ format:
```
14
C4H6O4, DFT ωB97M-V/def2-TZVPD
C 0.03 1.35 -3.26
C 0.24 1.41 -1.68
O 1.05 0.55 -1.27
O -0.36 2.34 -1.11
H 0.93 1.81 -3.69
H -0.91 1.80 -3.58
H 0.02 0.29 -3.54
C 0.44 -1.73 2.60
C -0.89 -0.87 2.57
O -1.31 -0.62 1.43
O -1.35 -0.61 3.71
H 1.18 -1.29 1.93
H 0.14 -2.73 2.27
H 0.78 -1.70 3.63
```

For the total energy, the calculation gives -12435.0817 eV. As for the gap between HOMO and LUMO: 0.276 Ha. The value obtained for the HOMO energy is -0.69 eV. Its energy above the lowest of the compared OMol25 structures with the same formula, charge and spin is 111.3 kJ/mol. As for the charge: -2.


8.
Entry from OMol25: C4H6O4 in the gas phase in a non-equilibrium geometry (ωB97M-V/def2-TZVPD).

The geometry in XYZ format:
```
14
C4H6O4, DFT ωB97M-V/def2-TZVPD
C -1.12 1.59 -0.45
C -0.50 0.58 -1.04
C 0.52 -0.30 -0.39
O 1.56 0.40 0.47
O 1.08 -1.15 -1.30
C 0.09 -1.07 0.86
O 0.44 -2.22 1.01
O -0.79 -0.46 1.65
H -0.97 1.82 0.59
H -1.84 2.18 -0.98
H -0.65 0.34 -2.09
H 1.77 1.24 0.04
H 1.41 -1.92 -0.79
H -1.00 -1.03 2.41
```

For the total energy, the calculation gives -12434.4643 eV. As for the gap between HOMO and LUMO: 0.397 Ha. The value obtained for the HOMO energy is -10.19 eV. Its energy above the lowest of the compared OMol25 structures with the same formula, charge and spin is 164.8 kJ/mol. As for the charge: 0.


9.
Entry from OMol25: a molecular structure, C4H6O4 in a non-equilibrium geometry (ωB97M-V/def2-TZVPD).

The geometry in XYZ format:
```
14
C4H6O4, DFT ωB97M-V/def2-TZVPD
C 1.87 -0.16 0.16
C 0.46 -0.38 0.66
C -0.51 -1.27 -0.08
C -1.41 0.81 -0.31
H 0.87 1.55 -0.24
H 0.15 -0.49 1.77
H -0.73 -2.27 0.12
H -0.02 -1.29 -1.10
H -2.12 1.45 0.37
H -1.56 1.25 -1.34
O 2.12 1.26 -0.07
O 2.81 -0.91 -0.26
O -1.84 -0.53 -0.02
O -0.08 0.99 0.33
```

For the total energy, the calculation gives -12431.2302 eV. As for the gap between HOMO and LUMO: 0.381 Ha. The value obtained for the HOMO energy is -9.93 eV. Its energy above the lowest of the compared OMol25 structures with the same formula, charge and spin is 476.8 kJ/mol. As for the charge: 0.


10.
Entry from OMol25: C4H6O4S in the gas phase in a non-equilibrium geometry (ωB97M-V/def2-TZVPD).

The geometry in XYZ format:
```
15
C4H6O4S, DFT ωB97M-V/def2-TZVPD
C 3.21 0.23 0.06
C 0.72 0.14 0.24
C -0.24 0.08 -0.95
C 2.14 -0.48 0.08
O 4.10 0.98 0.26
O -1.75 -1.04 0.89
O -2.41 1.37 0.14
O 2.10 -1.85 -0.19
S -2.01 -0.21 -0.29
H 0.74 1.24 0.52
H 0.43 -0.38 1.19
H -0.43 0.91 -1.71
H -0.07 -0.82 -1.47
H -1.81 2.00 0.55
H 2.88 -2.10 0.28
```

For the total energy, the calculation gives -23264.9994 eV. As for the gap between HOMO and LUMO (spin up / spin down): 0.257 / 0.294 Ha. The value obtained for the HOMO energy (spin up / spin down) is -6.61 / -9.83 eV. Its energy above the lowest of the compared OMol25 structures with the same formula, charge and spin is 41.9 kJ/mol. As for the charge: 0. As for the spin multiplicity: 3.


11.
Entry from OMol25: a molecular structure, C4H6O7Pt in a non-equilibrium geometry (ωB97M-V/def2-TZVPD).

The geometry in XYZ format:
```
18
C4H6O7Pt, DFT ωB97M-V/def2-TZVPD
O -0.73 1.10 -0.65
C 0.21 0.64 0.22
C 0.81 -0.70 -0.22
O 2.02 -0.37 -0.95
C 2.41 0.82 -0.63
O 1.59 1.54 0.00
O 3.47 1.24 -1.20
H -1.12 1.92 -0.34
H 0.08 0.96 1.26
H 0.16 -1.23 -0.92
H 1.09 -1.32 0.63
H 3.62 2.19 -1.05
O -2.65 -0.57 -0.59
C -2.39 -1.14 0.57
O -1.29 -0.92 1.18
O -3.22 -1.96 1.03
Pt -2.12 -2.27 2.49
H -1.92 0.04 -0.83
```

For the total energy, the calculation gives -21811.9134 eV. As for the gap between HOMO and LUMO (spin up / spin down): 0.239 / 0.313 Ha. The value obtained for the HOMO energy (spin up / spin down) is -10.30 / -13.59 eV. Its energy above the lowest of the compared OMol25 structures with the same formula, charge and spin is 0.0 kJ/mol. As for the charge: +1. As for the spin multiplicity: 4.


12.
Entry from OMol25: a molecular structure, C4H6O7Rh in a non-equilibrium geometry (ωB97M-V/def2-TZVPD).

The geometry in XYZ format:
```
18
C4H6O7Rh, DFT ωB97M-V/def2-TZVPD
O 0.35 -1.31 0.83
C 0.18 0.01 0.53
C -0.51 0.20 -0.82
O -1.68 -0.61 -0.86
C -2.69 -0.22 -0.10
O -2.59 0.00 1.09
O -3.74 0.02 -0.85
H 0.40 -1.47 1.78
H -0.17 0.63 1.36
H 0.13 -0.16 -1.63
H -0.77 1.25 -0.97
H -4.38 0.58 -0.39
O 2.81 -1.23 -0.20
C 2.73 0.04 -0.06
O 1.61 0.65 0.33
O 3.65 0.82 -0.35
Rh 2.71 2.45 0.27
H 1.95 -1.66 0.03
```

For the total energy, the calculation gives -21545.8016 eV. As for the gap between HOMO and LUMO (spin up / spin down): 0.399 / 0.276 Ha. The value obtained for the HOMO energy (spin up / spin down) is -24.37 / -24.84 eV. Its energy above the lowest of the compared OMol25 structures with the same formula, charge and spin is 0.0 kJ/mol. As for the charge: +3. As for the spin multiplicity: 5.


13.
Entry from OMol25: C4H6OS in the gas phase in a non-equilibrium geometry (ωB97M-V/def2-TZVPD).

The geometry in XYZ format:
```
12
C4H6OS, DFT ωB97M-V/def2-TZVPD
C 0.19 -1.25 0.78
C 1.01 -0.30 1.23
S 1.36 1.32 0.48
C 0.20 1.02 -0.93
C -1.04 0.16 -0.54
O -0.72 -1.21 -0.25
H 0.22 -2.24 1.26
H 1.67 -0.64 2.05
H -0.26 1.97 -1.29
H 0.60 0.47 -1.77
H -1.54 0.57 0.37
H -1.69 0.13 -1.39
```

For the total energy, the calculation gives -17126.7634 eV. As for the gap between HOMO and LUMO: 0.332 Ha. The value obtained for the HOMO energy is -8.15 eV. Its energy above the lowest of the compared OMol25 structures with the same formula, charge and spin is 131.8 kJ/mol. As for the charge: 0.


14.
Entry from OMol25: C4H6OS in the gas phase in a non-equilibrium geometry (ωB97M-V/def2-TZVPD).

The geometry in XYZ format:
```
12
C4H6OS, DFT ωB97M-V/def2-TZVPD
C 0.66 -0.30 1.11
C 1.34 -0.07 -0.09
O 1.07 0.14 -1.39
C -0.28 0.28 -1.51
S -1.24 -1.13 -0.59
C -1.00 -0.37 0.96
H 1.07 -0.26 2.15
H 2.48 0.12 0.22
H -0.39 1.22 -1.02
H -0.75 0.49 -2.62
H -1.52 0.76 0.89
H -1.44 -0.88 1.89
```

For the total energy, the calculation gives -17124.4796 eV. As for the gap between HOMO and LUMO: 0.351 Ha. The value obtained for the HOMO energy is -8.69 eV. Its energy above the lowest of the compared OMol25 structures with the same formula, charge and spin is 352.2 kJ/mol. As for the charge: 0.


15.
Entry from OMol25: C4H6OS in the gas phase in a non-equilibrium geometry (ωB97M-V/def2-TZVPD).

The geometry in XYZ format:
```
12
C4H6OS, DFT ωB97M-V/def2-TZVPD
O 1.22 0.07 1.83
C -0.04 -0.27 0.95
C -0.02 -1.26 -0.24
C 0.29 0.21 -0.53
C -0.61 1.19 -1.20
S -0.07 2.67 -1.91
H 1.34 -0.89 2.36
H -1.07 0.27 1.20
H -1.06 -1.50 -0.41
H 0.62 -2.11 0.08
H 1.20 0.76 -0.67
H -1.78 0.85 -1.46
```

For the total energy, the calculation gives -17123.5401 eV. As for the gap between HOMO and LUMO: 0.303 Ha. The value obtained for the HOMO energy is -8.79 eV. Its energy above the lowest of the compared OMol25 structures with the same formula, charge and spin is 442.8 kJ/mol. As for the charge: 0.


16.
Entry from OMol25: C4H6OS in the gas phase in a non-equilibrium geometry (ωB97M-V/def2-TZVPD).

The geometry in XYZ format:
```
12
C4H6OS, DFT ωB97M-V/def2-TZVPD
C 0.09 -1.50 0.09
C 1.22 -0.94 0.42
S 1.73 0.74 0.19
C 0.05 1.26 -0.37
C -1.10 0.42 0.10
O -1.10 -0.95 -0.19
H 0.19 -2.55 -0.16
H 2.06 -1.51 0.62
H -0.08 2.24 -0.11
H 0.11 1.26 -1.43
H -1.96 0.90 -0.33
H -1.20 0.63 1.17
```

For the total energy, the calculation gives -17126.3993 eV. As for the gap between HOMO and LUMO: 0.320 Ha. The value obtained for the HOMO energy is -7.88 eV. Its energy above the lowest of the compared OMol25 structures with the same formula, charge and spin is 167.0 kJ/mol. As for the charge: 0.


17.
Entry from OMol25: a molecular structure, C4H6OS in a non-equilibrium geometry (ωB97M-V/def2-TZVPD).

The geometry in XYZ format:
```
12
C4H6OS, DFT ωB97M-V/def2-TZVPD
C -0.34 0.64 -0.39
C -0.64 -0.19 0.60
C 0.79 0.92 -1.21
C 0.06 -1.47 0.92
O -1.60 1.73 0.08
S -2.03 0.60 1.27
H 0.49 1.67 -2.06
H 1.57 1.31 -0.68
H 0.95 0.03 -1.79
H -0.31 -1.92 1.75
H 0.06 -2.12 0.15
H 1.01 -1.20 1.35
```

For the total energy, the calculation gives -17124.3164 eV. As for the gap between HOMO and LUMO: 0.321 Ha. The value obtained for the HOMO energy is -8.24 eV. Its energy above the lowest of the compared OMol25 structures with the same formula, charge and spin is 367.9 kJ/mol. As for the charge: 0.


18.
Entry from OMol25: C4H6OS in the gas phase in a non-equilibrium geometry (ωB97M-V/def2-TZVPD).

The geometry in XYZ format:
```
12
C4H6OS, DFT ωB97M-V/def2-TZVPD
C -1.50 -1.43 0.15
C -1.09 0.03 -0.07
O -1.91 0.99 -0.15
C 0.36 0.36 -0.12
C 0.84 1.79 0.16
S 1.60 -0.82 -0.06
H -1.20 -2.03 -0.61
H -2.72 -1.61 0.43
H -0.90 -2.01 0.91
H 0.00 2.53 -0.39
H 0.92 2.16 1.36
H 1.89 1.70 -0.27
```

For the total energy, the calculation gives -17125.1407 eV. As for the gap between HOMO and LUMO: 0.273 Ha. The value obtained for the HOMO energy is -9.21 eV. Its energy above the lowest of the compared OMol25 structures with the same formula, charge and spin is 288.4 kJ/mol. As for the charge: 0.


19.
Entry from OMol25: C4H6OS in the gas phase in a non-equilibrium geometry (ωB97M-V/def2-TZVPD).

The geometry in XYZ format:
```
12
C4H6OS, DFT ωB97M-V/def2-TZVPD
C -1.36 -0.39 0.83
C -0.34 0.17 0.15
C -0.48 1.50 -0.45
O 0.45 2.00 -1.10
C 1.10 -0.28 0.18
S 1.23 -2.06 -0.35
H -1.29 -1.35 1.34
H -2.33 0.08 0.74
H -1.42 2.03 -0.24
H 1.51 -0.32 1.17
H 1.58 0.39 -0.56
H 1.35 -1.77 -1.70
```

For the total energy, the calculation gives -17126.5895 eV. As for the gap between HOMO and LUMO: 0.328 Ha. The value obtained for the HOMO energy is -9.08 eV. Its energy above the lowest of the compared OMol25 structures with the same formula, charge and spin is 148.6 kJ/mol. As for the charge: 0.


20.
Entry from OMol25: C4H6OS in the gas phase in a non-equilibrium geometry (ωB97M-V/def2-TZVPD).

The geometry in XYZ format:
```
12
C4H6OS, DFT ωB97M-V/def2-TZVPD
C -1.33 0.10 -0.38
C -0.05 0.04 0.54
C 0.99 -1.02 0.03
S 2.28 0.23 -0.20
C 0.84 1.21 0.28
O 0.67 2.34 -0.05
H -1.40 -0.68 -1.06
H -1.44 1.04 -0.94
H -2.26 0.05 0.17
H -0.28 -0.06 1.55
H 0.86 -1.64 -0.85
H 1.12 -1.62 0.92
```

For the total energy, the calculation gives -17127.0033 eV. As for the gap between HOMO and LUMO: 0.373 Ha. The value obtained for the HOMO energy is -9.37 eV. Its energy above the lowest of the compared OMol25 structures with the same formula, charge and spin is 108.7 kJ/mol. As for the charge: 0.